Computed, not measured: a cluster of 3 separate species, C14H22FN2O11S4 in total, with ωB97M-V/def2-TZVPD.

Summary:
2S+1: 1
Energy relative to the best compared isomer or geometry (same formula, charge and spin), kcal/mol: 31.1
Highest occupied orbital energy, eV: -12.73
HOMO-LUMO gap, hartree: 0.28557
Total charge: +1

Each line ends with the Löwdin charge.
Atoms and positions in Å:
C 3.93 -1.58 0.32  -0.154
C 4.34 -0.21 -0.35  -0.499
S 3.62 0.04 -2.02  0.870
C 2.02 0.90 -1.82  -0.380
C 0.81 -0.06 -1.57  -0.124
N 0.79 -1.35 -1.93  0.055
N -0.12 -2.28 -1.81  0.132
C -1.28 -1.93 -1.27  0.003
C -1.47 -0.54 -0.80  -0.076
C -2.88 -0.18 -0.18  -0.154
S -3.34 -1.42 1.10  0.704
O -2.54 -1.12 2.29  -0.348
O -4.77 -1.41 1.35  -0.332
C -0.43 0.46 -0.92  -0.028
C -0.57 1.95 -0.48  -0.002
C 0.41 2.36 0.67  -0.418
O 1.10 3.30 0.48  0.155
F 0.54 1.67 1.83  0.128
H 4.29 -2.43 -0.31  0.077
H 4.46 -1.63 1.30  0.085
H 2.82 -1.64 0.48  0.065
H 4.01 0.65 0.28  0.079
H 5.46 -0.17 -0.43  0.088
H 1.78 1.43 -2.79  0.118
H 2.14 1.67 -1.03  0.078
H 1.66 -1.66 -2.39  0.153
H -2.09 -2.68 -1.18  0.092
H -3.60 -0.32 -1.03  0.137
H -2.91 0.83 0.27  0.106
H -3.04 -2.73 0.73  0.078
H -0.41 2.61 -1.37  0.155
H -1.61 2.19 -0.13  0.130
C -6.22 -5.24 0.73  -0.141
C -5.60 -6.39 -0.04  -0.150
O -5.12 -5.80 -1.25  -0.169
S -4.65 -4.29 -0.95  0.620
O -3.23 -4.29 -0.75  -0.278
O -5.29 -3.43 -1.88  -0.196
O -5.35 -4.13 0.48  -0.205
H -7.21 -4.99 0.34  0.141
H -6.28 -5.44 1.79  0.145
H -6.32 -7.18 -0.26  0.144
H -4.75 -6.82 0.49  0.138
C 3.58 5.49 2.15  -0.170
C 3.35 5.54 0.65  -0.193
O 4.38 6.38 0.14  -0.186
S 5.71 6.20 1.06  0.626
O 6.57 5.27 0.41  -0.221
O 6.14 7.48 1.48  -0.206
O 5.00 5.45 2.30  -0.186
H 3.21 6.39 2.64  0.137
H 3.12 4.61 2.61  0.130
H 2.37 5.94 0.39  0.132
H 3.46 4.55 0.20  0.114

---

Computed, not measured: a structure of composition C14H22I2LaNO4P2S, with ωB97M-V/def2-TZVPD.

Summary:
2S+1: 1
Energy relative to the best compared isomer or geometry (same formula, charge and spin), kcal/mol: 0.0
Highest occupied orbital energy (alpha / beta), eV: -14.99 / -14.98
HOMO-LUMO gap (alpha / beta), hartree: 0.17474 / 0.17288
Total charge: +2

Each line ends with the Löwdin charge.
Atoms and positions in Å:
I 0.05 -1.74 -4.49  0.422
I -0.08 1.24 -3.42  0.735
La 0.27 -0.96 -0.89  1.518
P -2.51 -0.21 -1.99  0.529
C -3.44 1.33 -1.64  -0.254
C -3.22 -0.70 -3.58  -0.326
H -4.30 -0.90 -3.49  0.077
H -4.31 -1.41 -1.00  0.070
H -2.67 -1.58 -3.92  -0.054
H -2.71 -2.32 -0.81  0.039
H -3.11 2.15 -2.31  0.048
H -2.95 0.05 -4.34  0.035
C -3.23 -1.35 -0.74  -0.269
H -4.53 1.13 -1.71  0.082
H -3.04 -0.92 0.26  0.040
H -3.16 1.64 -0.62  0.028
P 2.93 -0.16 -1.82  0.612
C 3.69 1.43 -1.40  -0.252
C 3.76 -1.36 -0.75  -0.267
H 3.06 -1.27 -3.89  -0.013
H 4.63 -0.48 -3.57  0.081
H 3.11 0.46 -4.09  0.041
C 3.54 -0.36 -3.50  -0.291
H 3.18 -2.30 -0.78  0.040
H 4.79 -1.51 -1.11  0.075
H 4.79 1.43 -1.51  0.085
H 3.42 1.68 -0.36  0.051
H 3.76 -0.95 0.28  0.049
H 3.23 2.22 -2.02  0.056
C 0.17 1.85 -1.10  -0.531
O 0.24 2.93 -0.73  0.142
O -2.15 1.14 1.33  0.048
C -1.17 0.64 1.90  -0.481
N -0.02 0.30 1.22  -0.290
S 1.12 -0.52 2.11  0.708
O 1.12 -1.86 1.37  -0.487
O 2.38 0.18 2.19  -0.263
C 0.18 -0.24 3.60  -0.228
C 0.60 -0.58 4.89  -0.013
C -0.18 -0.26 6.01  -0.004
C -1.39 0.43 5.76  -0.018
C -1.80 0.78 4.46  0.040
C -1.00 0.41 3.35  -0.126
H 1.58 -1.05 4.95  0.126
H 0.17 -0.45 7.04  0.133
H -2.04 0.68 6.59  0.120
H -2.74 1.33 4.27  0.137

---

Computed, not measured: a structure of composition C14H22I2MoNO4P2S, with ωB97M-V/def2-TZVPD.

Summary:
2S+1: 3
Energy relative to the best compared isomer or geometry (same formula, charge and spin), kcal/mol: 0.0
Highest occupied orbital energy (alpha / beta), eV: -18.13 / -18.12
HOMO-LUMO gap (alpha / beta), hartree: 0.20926 / 0.15021
Total charge: +3

Each line ends with the Löwdin charge.
Atoms and positions in Å:
I 0.56 3.98 1.17  0.465
I 2.20 1.27 0.35  0.690
Mo 0.00 -0.35 -0.08  0.743
P 0.00 -0.29 2.29  0.652
C 1.17 -1.61 2.77  -0.214
C 0.38 1.08 3.43  -0.292
H 0.09 0.82 4.46  0.082
H -1.62 -0.74 4.05  0.079
H -0.18 1.97 3.11  -0.030
H -2.41 -0.27 2.50  0.044
H 2.19 -1.27 2.56  0.055
H 1.44 1.33 3.39  0.031
C -1.60 -0.85 2.96  -0.223
H 1.06 -1.80 3.84  0.088
H -1.77 -1.90 2.70  0.049
H 0.98 -2.53 2.20  0.036
P -0.11 0.84 -2.18  0.680
C 1.02 -0.06 -3.31  -0.222
C -1.72 0.82 -3.04  -0.221
H -0.10 3.21 -1.70  -0.012
H 0.26 2.89 -3.44  0.083
H 1.50 2.66 -2.16  0.006
C 0.44 2.57 -2.40  -0.299
H -2.46 1.33 -2.41  0.068
H -1.65 1.33 -4.01  0.086
H 0.96 0.41 -4.30  0.087
H 0.71 -1.11 -3.37  0.061
H -2.08 -0.20 -3.16  0.029
H 2.05 -0.01 -2.93  0.052
C 1.57 -1.59 -0.45  -0.299
O 2.59 -2.14 -0.59  0.164
O 0.19 -3.61 0.41  0.066
C -0.96 -3.30 0.06  -0.455
N -1.33 -1.99 -0.24  -0.208
S -3.05 -1.83 -0.51  0.699
O -3.66 -1.06 0.55  -0.243
O -3.32 -1.52 -1.89  -0.240
C -3.31 -3.55 -0.24  -0.148
C -4.53 -4.22 -0.28  0.126
C -4.53 -5.60 -0.01  0.072
C -3.33 -6.29 0.23  0.076
C -2.12 -5.60 0.21  0.157
C -2.12 -4.21 -0.01  -0.071
H -5.44 -3.66 -0.51  0.170
H -5.48 -6.13 0.03  0.154
H -3.35 -7.36 0.46  0.158
H -1.17 -6.10 0.35  0.169

---

| no. | M (g mol⁻¹) |
| --- | --- |
| 1 | 541.60 |
| 2 | 755.06 |
| 3 | 712.10 |